Record 1
Formula: C13H7Cl2N3O3PmTi
Source: OMol25
Level of theory: ωB97M-V/def2-TZVPD

Geometry as XYZ:
```
30
Properties=species:S:1:pos:R:3:forces:R:3:lowdin_spin:R:1
Ti -2.2711 -1.3695 -2.6377 1.86 -1.67 0.37 0.000
Pm 0.3346 0.6622 0.1497 -1.21 -1.06 -4.83 4.036
Cl -0.1562 -0.8305 -3.3187 -0.19 0.23 0.55 -0.001
Cl -1.5113 -1.3325 -0.0131 0.84 1.11 -0.22 -0.016
C -0.1128 0.7731 2.3975 -1.92 0.16 7.91 -0.006
C -2.8050 0.3093 -3.3410 1.58 5.74 -5.54 0.000
C -3.7092 -0.2746 -2.1269 -6.55 1.14 4.04 0.000
O -0.3988 0.7895 3.5035 1.03 -0.05 -4.03 0.002
O -2.8109 1.2832 -4.0375 -0.52 -4.14 3.47 0.000
O -4.6908 0.1579 -1.6093 3.85 -1.10 -2.11 0.000
N 9.0526 -0.8040 5.8365 -0.53 0.07 -0.58 0.353
C 8.2476 -0.7183 4.9794 -0.61 0.01 -0.59 0.077
C 7.2641 -0.6152 3.9429 1.46 -0.07 1.27 0.156
C 5.9597 -1.0978 4.1472 -1.67 -0.31 -0.35 0.091
C 4.9979 -0.9667 3.1498 0.44 -0.32 1.06 0.004
C 5.3384 -0.3606 1.9348 0.90 -0.07 0.80 0.151
C 6.6437 0.0949 1.7038 0.94 0.24 0.16 -0.003
C 7.6035 -0.0240 2.7111 -0.29 0.56 -1.67 0.092
N 4.3544 -0.2013 0.9541 -0.68 0.41 -1.63 0.024
C 4.5677 0.2221 -0.3773 -1.69 -0.37 0.00 0.005
C 3.3463 0.2094 -1.0172 0.62 -0.42 1.70 0.000
N 2.3868 -0.2128 -0.0659 1.16 0.11 0.82 0.006
C 3.0356 -0.4340 1.1017 0.01 0.11 -1.23 0.029
H 5.7156 -1.5652 5.0896 -0.10 -0.08 0.07 0.001
H 3.9896 -1.3456 3.3097 0.44 -0.03 0.21 -0.002
H 6.9060 0.5562 0.7427 0.09 -0.20 0.66 -0.002
H 8.6114 0.3429 2.5484 -0.05 -0.01 -0.03 0.001
H 5.5286 0.4719 -0.7564 0.46 0.06 -0.23 0.000
H 3.0476 0.4209 -2.0313 0.29 0.04 -0.12 0.000
H 2.5729 -0.7867 2.0074 0.02 -0.09 0.07 0.001
```
Positions in Å, forces in eV/Å.

Calculated values
Orbital gap (alpha / beta)   5.1652 / 4.5645 eV
E_LUMO (alpha / beta)   -15.48 / -16.08 eV
Highest occupied orbital energy (alpha / beta)   -20.64 / -20.65 eV
Spin multiplicity   6
Total charge   +4


Record 2
Formula: C10H26Cl4N6O12
Source: OMol25
Level of theory: ωB97M-V/def2-TZVPD

Geometry as XYZ:
```
58
Properties=species:S:1:pos:R:3:forces:R:3:nbo_charge:R:1
Cl -0.3650 2.1255 -0.3597 -0.56 0.12 0.58 -0.112
C -0.5107 0.8663 0.9431 1.96 -0.13 -0.57 -0.356
C -0.1045 -0.4301 0.1896 -0.62 1.02 0.54 -0.413
Cl -0.2657 -1.7918 1.2892 0.00 -0.78 0.65 -0.075
H -1.4250 0.9181 1.5343 -0.29 -0.19 -0.75 0.239
H 0.2888 1.1366 1.6330 -0.10 -0.14 -0.04 0.228
H 0.9592 -0.4338 -0.0485 -0.36 0.53 -0.36 0.240
H -0.7535 -0.5429 -0.6788 0.18 -0.34 0.04 0.249
Cl 1.2416 -6.4143 -1.3750 0.45 -0.24 -0.26 -0.080
C 1.7383 -4.8766 -2.1771 -1.66 -0.14 -0.21 -0.383
C 1.0461 -3.7830 -1.3558 0.43 -0.02 0.72 -0.383
Cl -0.7736 -3.8306 -1.5243 0.99 0.08 -0.28 -0.079
H 1.2625 -4.8996 -3.1575 0.20 -0.07 -0.07 0.220
H 2.8178 -4.8852 -2.3276 -0.13 0.44 0.55 0.241
H 1.3928 -2.7642 -1.5291 -0.18 -0.11 -0.50 0.236
H 1.2299 -3.9873 -0.3010 -0.11 0.03 -0.03 0.224
C 0.2109 3.3243 -3.5451 1.13 -0.08 1.07 -0.485
N -0.4575 2.0663 -3.8062 -0.10 -1.32 -3.29 0.532
O 0.0858 1.2795 -4.5905 0.55 0.56 0.58 -0.427
O -1.5640 1.8849 -3.4261 -1.83 0.14 1.46 -0.337
H 0.0206 3.4869 -2.4842 0.35 0.42 -0.16 0.234
H -0.1645 4.1598 -4.1360 -0.18 -0.46 -0.15 0.241
H 1.2421 3.0539 -3.7722 0.07 0.77 0.23 0.242
C 0.0894 -1.9980 -5.2210 0.63 -1.02 0.09 -0.483
N 1.1596 -1.6966 -4.1682 0.13 0.17 -0.83 0.526
O 2.3162 -2.0959 -4.4909 -2.58 1.28 1.68 -0.399
O 0.7824 -1.1213 -3.1448 1.52 -1.12 -1.43 -0.352
H -0.0408 -1.2260 -5.9794 0.32 0.35 0.58 0.250
H -0.8581 -2.2555 -4.7475 0.26 0.31 0.22 0.237
H 0.5232 -2.8740 -5.7032 -0.32 0.04 -0.13 0.223
C -2.3136 4.7353 2.0713 -0.33 -1.12 -0.59 -0.501
N -2.1510 3.9437 3.3336 0.23 0.15 2.06 0.521
O -2.5232 2.7789 3.2774 0.54 1.00 0.05 -0.360
O -1.6885 4.4747 4.3768 -0.80 -0.83 -2.49 -0.400
H -3.1021 4.1935 1.5488 -0.49 0.48 0.27 0.248
H -1.4932 4.4565 1.4100 0.59 0.56 0.40 0.253
H -2.5096 5.7989 2.2069 0.33 -0.36 0.25 0.240
C 0.9777 2.0962 5.6061 -1.50 -0.40 -0.81 -0.477
N 0.2044 0.8535 5.0960 0.54 -1.15 1.38 0.530
O 0.0304 -0.0312 5.9607 0.10 1.62 -1.77 -0.385
O -0.1061 0.7624 3.9191 0.24 0.28 1.19 -0.373
H 0.8526 2.8565 4.8352 0.45 -0.19 -0.03 0.230
H 1.9976 1.7696 5.8091 -0.25 0.16 0.00 0.234
H 0.4182 2.4429 6.4748 0.37 -0.29 0.14 0.241
C -3.5349 -1.8348 1.1870 -0.02 0.15 1.20 -0.497
N -4.0595 -0.6861 0.4378 1.95 -1.39 -2.41 0.540
O -4.9988 -0.1093 0.8628 -1.54 1.19 0.86 -0.359
O -3.4901 -0.4587 -0.6265 -0.21 0.47 0.31 -0.407
H -3.0237 -1.3535 2.0207 -0.15 -0.29 0.32 0.238
H -2.7736 -2.4134 0.6639 -0.63 0.15 -0.35 0.251
H -4.4318 -2.3514 1.5289 0.41 -0.30 0.07 0.232
C 3.7497 -0.9968 1.4147 -0.80 -0.86 0.69 -0.513
N 3.9229 -0.0973 0.2206 -3.20 0.56 1.82 0.546
O 4.9226 -0.1581 -0.3734 2.98 -0.31 -1.75 -0.321
O 3.0005 0.6925 -0.0259 0.59 -0.85 0.49 -0.419
H 2.7758 -1.4863 1.4077 -0.34 0.58 -0.33 0.239
H 3.8039 -0.4189 2.3373 0.11 0.24 -0.32 0.237
H 4.4191 -1.8546 1.4792 0.65 0.63 -0.56 0.233
```
Positions in Å, forces in eV/Å.

Calculated values
Orbital gap   10.3869 eV
E_LUMO   -0.17 eV
Highest occupied orbital energy   -10.56 eV
Structure (SMILES)   C[N+](=O)[O-].C[N+](=O)[O-].C[N+](=O)[O-].C[N+](=O)[O-].C[N+](=O)[O-].C[N+](=O)[O-].ClCCCl.ClCCCl
Total charge   0
Relative energy (zero: lowest compared OMol25 entry of this formula, charge and spin)   0.8643 eV